The following is a DFT calculation (the ωB97M-V functional and the def2-TZVPD basis) of C35H30Cl2I2N2O2PmS as an isolated structure.

Results
Max |F| in eV/A: 1.012
<S²>: 6.01
Energy in Eh: -4133.963384
Charge: +1
2S+1: 5
HOMO energy (spin up / spin down) in hartree: -0.3727 / -0.3729
Orbital gap (spin up / spin down) in eV: 6.97 / 6.99

CARTESIAN COORDINATES (ANGSTROEM)
Pm  0.235738  0.206619  -0.446826
C  -1.424126  -5.136675  3.041081
C  -1.427835  -4.190009  4.252813
C  -1.384417  -5.054018  5.517219
C  -2.720708  -3.358475  4.300902
C  -0.236062  -3.238106  4.149865
C  0.710937  -3.154770  5.179794
C  1.786641  -2.291187  5.120243
C  1.926112  -1.504157  3.989311
S  3.169265  -0.362810  3.621391
C  2.416562  -0.040104  2.089450
N  1.325030  -0.724933  1.862085
C  1.011928  -1.570212  2.932244
C  -0.081173  -2.431061  3.025783
C  3.053781  0.876204  1.133559
C  4.115165  1.670987  1.587352
C  4.854069  2.436019  0.709410
C  4.551160  2.365016  -0.641452
C  3.480490  1.594593  -1.072939
C  2.649380  0.848200  -0.223757
H  -2.308472  -5.780170  3.060688
H  -0.537450  -5.774794  3.070977
H  -1.419964  -4.594179  2.094824
H  -2.246814  -5.722445  5.515137
H  -1.437677  -4.446317  6.423194
H  -0.484121  -5.671730  5.554028
H  -3.596064  -4.012822  4.237505
H  -2.770966  -2.635698  3.485695
H  -2.776121  -2.806984  5.242524
H  0.608243  -3.781228  6.055744
H  2.503006  -2.232888  5.930760
H  -0.789833  -2.457079  2.201591
H  4.372029  1.679983  2.641286
H  5.665932  3.055396  1.067650
H  5.154467  2.899999  -1.367914
H  3.308833  1.573744  -2.137958
I  -3.702542  -3.177571  0.784946
C  -3.535442  -2.161490  -1.024467
C  -4.521782  -2.332156  -1.993446
C  -4.456241  -1.643284  -3.177615
I  -5.977555  -1.951856  -4.588969
C  -3.389277  -0.744404  -3.423199
C  -3.266428  0.034744  -4.591488
C  -2.222449  0.913473  -4.719893
C  -1.280320  0.996920  -3.697906
N  -1.321223  0.260165  -2.597588
C  -2.379518  -0.595752  -2.433817
C  -2.435475  -1.318526  -1.198054
O  -1.496161  -1.162058  -0.293273
H  -5.343012  -3.009470  -1.799273
H  -4.009592  -0.057802  -5.371144
H  -2.116552  1.536524  -5.597389
H  -0.472170  1.702961  -3.779058
C  1.203841  4.749516  -1.112129
C  1.008564  3.499125  -1.915321
O  0.433873  2.551182  -1.389872
C  1.509205  3.479108  -3.308477
C  1.639614  4.672468  -4.019998
C  2.100373  4.666240  -5.325768
C  2.468842  3.470676  -5.925950
C  2.364969  2.277793  -5.220340
C  1.878994  2.283003  -3.926710
H  1.104553  4.518376  -0.053462
H  0.440628  5.487236  -1.379010
H  2.181300  5.188030  -1.305551
H  1.364965  5.614305  -3.560188
H  2.182087  5.596203  -5.873582
H  2.841705  3.466873  -6.942299
H  2.668525  1.346066  -5.680936
H  1.803365  1.354080  -3.383646
Cl  -2.257496  1.849925  -0.133557
C  -1.790024  2.588511  1.403065
Cl  -0.351654  1.725712  1.991246
H  -2.591270  2.464272  2.118130
H  -1.536189  3.626974  1.242732

Atoms 1-6, force components in eV/Å:
Pm -0.075 0.610 0.158
C 0.019 0.058 0.027
C -0.064 -0.051 -0.010
C 0.001 0.041 -0.075
C 0.030 -0.029 -0.029
C 0.002 0.017 -0.003

From a Mulliken analysis of the wavefunction, the atomic charges in e read: 1.08, -1.48, 2.47, -2.30, -1.47, -0.14, -0.36, -1.38, 1.15, -0.41, 0.30, -0.19, -1.63, 0.46, 1.38, -0.80, -0.97, -0.66, -0.71, -0.11, 0.41, 0.38, 0.18, 0.44, 0.43, 0.45, 0.41, 0.13, 0.37, 0.50, 0.40, 0.41, 0.39, 0.42, 0.45, 0.62, 0.26, -0.41, -0.60, -0.42, 0.09, 1.23, -0.65, -1.29, -0.03, -0.01, 0.09, 0.49, -0.54, 0.38, 0.19, 0.45, 0.40, -1.95, 0.55, 0.02, 1.42, -0.52, -0.77, -0.58, -1.17, -0.15, 0.38, 0.42, 0.47, 0.44, 0.44, 0.43, 0.43, 0.53, 0.03, -0.45, 0.02, 0.41, 0.35